C4H5NO | ωB97M-V with the def2-TZVPD basis set

Calculated values
E_tot   -7764.177 eV
Energy relative to the best compared isomer or geometry (same formula, charge and spin)   54.2 kcal per mole
Max |F|   0.45 eV Å⁻¹

Atoms and positions in Å:
N  0.076  -0.551  -1.404
C  -1.144  0.047  -1.433
C  1.032  -0.419  -0.382
C  0.669  0.091  0.788
C  -0.767  0.463  0.981
O  -1.488  0.597  -0.274
H  0.375  -0.928  -2.290
H  2.048  -0.705  -0.635
H  1.381  0.249  1.591
H  -0.869  1.433  1.478
H  -1.313  -0.278  1.581

For each atom in turn, the Löwdin charge in e is: N -0.0122; C -0.1026; C -0.1182; C -0.0752; C -0.1610; O -0.1090; H 0.1138; H 0.1158; H 0.1054; H 0.1202; H 0.1230